(1)
{
  "formula": "C3H9NO",
  "method": "ωB97M-V with the def2-TZVPD basis set",
  "species": ["C", "C", "C", "N", "H", "H", "H", "H", "H", "H", "H", "H", "H", "O"],
  "coordinates": [[0.14998, 0.39608, 0.22438], [1.20447, -0.63275, 0.61993], [2.15059, -0.30278, 1.61633], [1.26980, -1.81422, 0.07145], [0.55468, 1.40149, 0.23634], [-0.81713, 0.14990, 0.63620], [-0.07278, 0.12071, -0.81059], [2.01070, 0.51890, 2.31469], [2.96620, -0.97913, 1.82580], [-2.29886, -1.10323, -2.21603], [0.49463, -1.88973, -0.59455], [-3.24008, 2.26390, -1.33322], [-2.68107, 2.37597, -0.82820], [-1.69112, -0.50511, -1.76253]],
  "atomic_forces_ev_per_a": [[1.020, -1.489, -1.117], [-0.285, 0.671, 0.366], [0.049, -0.206, 0.381], [0.058, 0.023, 0.015], [-0.405, 0.272, 0.551], [-0.235, 0.583, 0.625], [-0.225, 0.406, -0.288], [-0.023, 0.072, -0.381], [0.046, -0.141, -0.047], [0.104, 0.089, -0.009], [-0.059, 0.004, -0.094], [0.514, 0.107, 0.463], [-0.513, -0.088, -0.452], [-0.046, -0.303, -0.011]],
  "orbital_gap_ev": [6.67, 5.53],
  "s2": 0.78,
  "de_lowest_kj_mol": 147.6,
  "charge": -1,
  "multiplicity": 2
}



(2)
{
  "formula": "C5H8NO4S2",
  "method": "ωB97M-V with the def2-TZVPD basis set",
  "species": ["C", "C", "C", "C", "C", "N", "O", "O", "O", "O", "S", "S", "H", "H", "H", "H", "H", "H", "H", "H"],
  "coordinates": [[0.84131, -0.88241, -0.21394], [0.05622, 0.47763, 3.03896], [-0.74102, 0.91358, 0.27244], [1.25638, 0.08316, -1.84464], [-0.16023, -0.81437, 1.85979], [0.01754, -0.31065, 0.54508], [1.22056, 0.62156, 3.33743], [-0.92412, 1.11885, 3.35044], [0.04381, 0.17651, -2.54326], [2.30247, -0.56574, -2.35494], [1.73410, -2.24007, -0.16634], [-1.72581, -1.66109, 2.22350], [-0.11582, 1.74110, 0.23881], [-1.32609, 0.76380, -0.59800], [-1.48359, 0.94191, 1.14128], [1.54033, 1.08920, -1.51322], [0.57877, -1.59211, 1.94214], [0.10584, -0.55685, -3.32323], [2.37008, -1.29568, -1.66654], [-2.37119, -0.75532, 2.93785]],
  "atomic_forces_ev_per_a": [[4.704, 0.763, -8.881], [0.683, -0.661, -0.715], [-2.250, -2.739, 1.884], [-1.455, 0.193, 4.291], [0.131, 0.974, 1.317], [-5.370, 3.032, 5.685], [1.545, -0.490, -0.015], [-1.896, 0.045, -0.033], [0.849, -2.739, -3.557], [-0.115, -0.545, -0.729], [0.666, -2.193, 0.840], [-0.261, -0.722, -0.709], [1.120, 1.621, -0.071], [-0.266, 0.174, -1.194], [1.161, 0.583, -1.205], [-0.308, 0.021, -0.157], [0.330, 0.000, 0.743], [-0.240, 2.470, 2.846], [0.875, -0.474, -0.578], [0.096, 0.686, 0.239]],
  "orbital_gap_ev": [4.62, 5.10],
  "s2": 2.01,
  "charge": -1,
  "multiplicity": 3
}



(3)
{
  "formula": "C20H35CrN2PSSi2",
  "method": "ωB97M-V with the def2-TZVPD basis set",
  "species": ["Cr", "C", "Si", "C", "C", "C", "C", "C", "C", "N", "C", "S", "H", "H", "H", "H", "H", "H", "H", "H", "H", "H", "H", "H", "C", "Si", "C", "C", "N", "C", "C", "C", "C", "C", "C", "H", "H", "H", "H", "H", "H", "H", "H", "H", "H", "H", "H", "H", "H", "C", "P", "C", "C", "H", "H", "H", "H", "H", "H", "H", "H", "H"],
  "coordinates": [[0.07892, -0.60190, -0.03745], [0.31297, 5.48717, 1.80129], [-0.83159, 4.20694, 2.51674], [-2.44373, 4.17151, 1.59563], [-1.18796, 4.65626, 4.29649], [0.02576, 2.52237, 2.56114], [0.81300, 2.19236, 3.65568], [1.44308, 0.95141, 3.77712], [1.21011, 0.02546, 2.79209], [0.45417, 0.30446, 1.72497], [-0.08140, 1.54148, 1.55259], [-0.78598, 1.71711, -0.02737], [-0.15766, 6.47345, 1.85462], [0.54785, 5.27712, 0.75497], [1.25239, 5.52967, 2.35880], [-2.98829, 5.10089, 1.78812], [-3.06569, 3.33538, 1.92571], [-2.29448, 4.06787, 0.52103], [-1.68914, 5.62798, 4.33193], [-0.28003, 4.73856, 4.89972], [-1.84443, 3.92169, 4.77048], [0.95247, 2.92197, 4.44627], [2.07619, 0.71395, 4.62024], [1.62875, -0.97335, 2.83626], [-0.89643, -2.42651, -4.34351], [-0.89330, -1.00183, -3.12877], [-0.84092, 0.61399, -4.05957], [-2.52325, -1.04117, -2.20046], [0.34579, -1.16361, -1.94167], [1.70396, -1.23476, -2.20677], [2.61935, -1.46082, -1.15478], [3.99177, -1.48074, -1.35768], [4.52154, -1.30240, -2.62717], [3.64042, -1.11405, -3.68703], [2.27130, -1.07958, -3.48861], [-1.80840, -2.41185, -4.94877], [-0.85875, -3.38032, -3.80866], [-0.04350, -2.39887, -5.02620], [-1.75076, 0.74687, -4.65305], [0.01435, 0.69225, -4.73378], [-0.77795, 1.43912, -3.34383], [-3.35485, -1.18671, -2.89685], [-2.69599, -0.10588, -1.65960], [-2.55937, -1.86022, -1.47400], [2.24423, -1.66472, -0.15135], [4.65155, -1.64913, -0.51401], [5.59147, -1.31502, -2.78805], [4.02904, -0.98467, -4.69087], [1.61921, -0.92127, -4.33824], [0.36951, -3.70614, 2.09858], [-0.53492, -2.82447, 0.77660], [-2.20122, -2.69549, 1.51920], [-0.73960, -4.14240, -0.45778], [-0.19836, -4.58414, 2.40886], [0.51551, -3.05549, 2.96113], [1.34668, -4.02267, 1.73223], [-2.55626, -3.67447, 1.84610], [-2.90088, -2.27973, 0.79363], [-2.16384, -2.01921, 2.37441], [-1.19232, -5.02169, 0.00287], [0.23510, -4.40225, -0.87223], [-1.36522, -3.78978, -1.27741]],
  "atomic_forces_ev_per_a": [[0.036, 0.196, -0.801], [0.120, 0.092, -0.105], [0.020, -0.027, -0.006], [-0.152, -0.033, -0.087], [0.011, 0.045, 0.161], [-0.021, -0.046, 0.041], [-0.016, -0.009, -0.007], [-0.004, 0.061, 0.044], [-0.103, 0.030, 0.030], [0.154, 0.304, 0.701], [0.133, -0.167, -0.073], [0.072, -0.102, 0.048], [0.049, -0.026, -0.026], [-0.009, 0.003, 0.044], [-0.026, 0.015, -0.031], [0.008, -0.033, 0.009], [-0.006, 0.042, -0.030], [-0.032, 0.025, 0.058], [0.010, -0.047, 0.012], [-0.057, 0.020, -0.006], [0.024, 0.034, -0.009], [-0.011, -0.036, 0.001], [-0.027, 0.006, -0.004], [0.017, 0.002, -0.018], [0.011, -0.118, -0.117], [0.044, -0.060, 0.146], [-0.003, 0.171, -0.084], [-0.088, -0.017, 0.100], [0.121, -0.052, -0.122], [-0.119, -0.042, 0.038], [0.022, -0.025, -0.035], [-0.026, 0.004, -0.035], [-0.035, 0.000, 0.035], [-0.010, -0.005, 0.013], [-0.011, 0.000, 0.013], [0.052, -0.013, 0.019], [-0.017, 0.012, -0.050], [-0.046, -0.023, 0.037], [0.037, 0.012, 0.011], [-0.025, 0.013, 0.015], [-0.009, -0.002, -0.049], [0.030, 0.028, 0.037], [0.002, -0.054, -0.004], [-0.030, 0.040, -0.065], [0.006, 0.016, 0.021], [-0.020, 0.004, -0.008], [-0.025, -0.009, -0.007], [-0.015, 0.001, 0.017], [0.023, 0.024, 0.008], [0.019, 0.061, -0.037], [-0.150, -0.256, 0.192], [0.036, -0.019, -0.017], [0.027, 0.031, -0.047], [0.038, -0.035, 0.031], [-0.030, -0.014, -0.006], [-0.002, 0.012, 0.003], [-0.028, 0.010, 0.011], [0.012, -0.012, 0.008], [0.005, -0.011, -0.003], [0.002, -0.034, -0.035], [-0.005, 0.017, -0.004], [0.016, -0.005, 0.026]],
  "orbital_gap_ev": [7.15, 7.45],
  "s2": 6.02,
  "de_lowest_kj_mol": 0.0,
  "multiplicity": 5
}